Run A
ORCA calculation (ωB97M-V/def2-TZVPD) on a molecular structure, C27H26CoN5O5SSe.

Output
Multiplicity: 2
E_HOMO (alpha / beta): -3.52 / -3.90 eV
Frontier orbital gap (alpha / beta): 4.8088 / 5.1856 eV
Charge: -1

```
66
Properties=species:S:1:pos:R:3:lowdin_spin:R:1
Co 0.62 0.35 0.84 0.92
O 0.43 -0.81 4.32 0.00
C 1.30 0.22 4.76 0.00
C 0.93 1.60 4.25 0.00
N 1.17 1.83 2.83 0.03
C 2.61 1.95 2.56 0.00
C 3.24 0.74 1.88 0.00
O 4.39 0.43 2.18 0.00
O 2.52 0.16 1.00 -0.01
C 0.46 3.02 2.39 0.00
C 0.48 3.22 0.86 0.00
O 0.35 4.36 0.44 0.00
O 0.55 2.15 0.17 -0.01
H -0.48 -0.53 4.49 0.00
H 2.31 -0.06 4.42 0.00
H 1.31 0.26 5.85 0.00
H 1.49 2.33 4.85 0.00
H -0.13 1.76 4.46 0.00
H 3.16 2.16 3.48 0.00
H 2.78 2.79 1.88 0.00
H 0.86 3.94 2.84 0.00
H -0.59 2.94 2.69 0.00
S -4.66 -4.64 1.93 0.00
N -4.77 -3.06 1.62 0.00
C -3.54 -2.60 1.54 0.00
C -3.17 -1.22 1.26 0.00
C -4.08 -0.19 0.98 0.00
C -3.58 1.06 0.68 0.00
C -2.20 1.26 0.66 0.00
N -1.34 0.29 0.94 0.00
C -1.82 -0.93 1.23 0.00
C -0.80 -1.95 1.46 0.00
N 0.47 -1.51 1.40 0.00
C 1.45 -2.39 1.54 0.00
C 1.21 -3.74 1.78 0.00
C -0.09 -4.19 1.88 0.00
C -1.12 -3.28 1.70 0.00
C -2.54 -3.60 1.75 0.00
N -3.05 -4.80 1.98 0.00
H -5.14 -0.40 1.00 0.00
H -4.24 1.88 0.44 0.00
H -1.77 2.21 0.38 0.00
H 2.45 -1.98 1.44 0.00
H 2.05 -4.41 1.89 0.00
H -0.32 -5.23 2.06 0.00
C 0.66 1.43 -7.28 0.00
C 0.58 0.91 -5.86 0.00
C -0.55 1.09 -5.09 0.00
C -0.65 0.59 -3.79 0.01
C -1.89 0.87 -2.98 0.00
C 0.42 -0.14 -3.24 0.01
Se 0.25 -0.98 -1.54 0.04
C 1.60 -0.28 -3.99 0.01
C 2.81 -0.96 -3.43 0.00
C 1.65 0.24 -5.29 0.00
H -0.23 2.00 -7.53 0.00
H 0.75 0.61 -7.99 0.00
H 1.53 2.08 -7.42 0.00
H -1.39 1.65 -5.50 0.00
H -2.58 1.51 -3.54 0.00
H -1.62 1.37 -2.05 0.00
H -2.40 -0.06 -2.71 0.00
H 2.88 -0.83 -2.36 0.00
H 3.72 -0.57 -3.90 0.00
H 2.78 -2.04 -3.62 0.00
H 2.57 0.12 -5.86 0.00
```

=====

Run B
ORCA calculation (ωB97M-V/def2-TZVPD) on a molecular structure, C27H26CoN5O5SSe.

Output
Multiplicity: 2
E_HOMO (alpha / beta): -3.55 / -3.63 eV
Frontier orbital gap (alpha / beta): 5.3156 / 4.8794 eV
Charge: -1

```
66
Properties=species:S:1:pos:R:3:lowdin_spin:R:1
Co -2.64 0.22 0.67 -0.01
O -0.10 -2.49 1.37 0.00
C -0.08 -2.59 2.77 0.00
C -1.42 -2.29 3.41 0.00
N -1.91 -0.96 3.09 0.00
C -0.92 0.07 3.36 0.00
C -0.09 0.45 2.12 0.01
O 1.09 0.79 2.30 0.06
O -0.67 0.42 0.98 0.00
C -3.19 -0.70 3.73 0.00
C -3.86 0.60 3.25 0.00
O -4.81 1.01 3.92 0.00
O -3.37 1.18 2.23 0.00
H -0.20 -1.54 1.19 0.00
H 0.69 -1.93 3.18 0.00
H 0.20 -3.61 3.03 0.00
H -1.31 -2.42 4.50 0.00
H -2.16 -3.01 3.05 0.00
H -0.24 -0.22 4.17 0.00
H -1.42 0.99 3.66 0.00
H -3.10 -0.63 4.82 0.00
H -3.87 -1.52 3.51 0.00
S -2.77 4.78 -4.36 0.00
N -3.86 4.47 -3.19 0.00
C -3.54 3.31 -2.66 0.00
C -4.27 2.63 -1.60 0.00
C -5.46 3.07 -1.05 0.00
C -6.07 2.32 -0.06 0.00
C -5.45 1.16 0.39 0.00
N -4.33 0.70 -0.15 0.00
C -3.73 1.42 -1.12 0.00
C -2.54 0.83 -1.72 0.00
N -2.13 -0.34 -1.18 0.00
C -1.14 -1.00 -1.78 0.01
C -0.50 -0.52 -2.92 0.02
C -0.86 0.72 -3.42 0.01
C -1.89 1.42 -2.82 0.00
C -2.38 2.71 -3.26 0.00
N -1.87 3.44 -4.23 0.00
H -5.90 3.99 -1.41 0.00
H -6.99 2.64 0.40 0.00
H -5.84 0.61 1.23 0.00
H -0.84 -1.93 -1.32 0.00
H 0.29 -1.11 -3.36 0.00
H -0.36 1.15 -4.28 0.00
C 7.80 -1.78 -1.42 0.01
C 6.39 -1.31 -1.20 0.03
C 5.73 -0.53 -2.14 0.00
C 4.43 -0.07 -1.93 0.04
C 3.77 0.78 -2.98 0.01
C 3.76 -0.44 -0.76 0.06
Se 1.96 0.12 -0.45 0.69
C 4.40 -1.24 0.20 0.03
C 3.69 -1.66 1.45 0.01
C 5.70 -1.65 -0.04 -0.01
H 8.16 -1.49 -2.41 0.00
H 7.88 -2.86 -1.34 0.00
H 8.48 -1.35 -0.68 0.00
H 6.25 -0.25 -3.05 0.00
H 4.49 1.10 -3.73 0.00
H 3.31 1.66 -2.53 0.00
H 2.97 0.24 -3.49 0.00
H 3.26 -0.80 1.99 0.01
H 4.36 -2.19 2.12 0.00
H 2.84 -2.31 1.21 0.00
H 6.20 -2.27 0.71 0.00
```

=====

We find run A to be the most stable, with the next structure 276.3 kJ/mol higher.